# C41H46BMnN11O2S4

A molecular structure, C41H46BMnN11O2S4 at a distorted geometry (the ωB97M-V functional and the def2-TZVPD basis, the OMol25 dataset).

XYZ file:
```
106
Properties=species:S:1:pos:R:3
Mn 0.08 -0.28 -0.07
C -2.52 2.59 0.14
C -1.91 2.09 1.42
C -2.26 2.45 2.73
C -1.45 1.68 3.54
C -1.37 1.63 5.03
N -0.67 0.92 2.74
N -0.96 1.17 1.43
B 0.30 -0.22 3.13
N 1.67 0.14 2.56
N 1.77 0.45 1.25
C 3.00 0.94 1.08
C 3.52 1.37 -0.25
C 3.69 0.96 2.31
C 2.80 0.43 3.22
C 2.98 0.22 4.69
N -0.26 -1.55 2.54
N -0.99 -1.48 1.38
C -1.80 -2.53 1.38
C -2.86 -2.69 0.34
C -1.58 -3.30 2.52
C -0.60 -2.65 3.23
C 0.03 -3.01 4.54
H -3.53 2.95 0.33
H -2.57 1.80 -0.60
H -1.94 3.42 -0.27
H -3.00 3.17 3.05
H -2.03 2.39 5.45
H -0.35 1.83 5.38
H -1.67 0.66 5.43
H 0.36 -0.32 4.32
H 2.94 0.92 -1.05
H 4.57 1.07 -0.36
H 3.48 2.46 -0.36
H 4.70 1.28 2.49
H 4.00 0.45 4.97
H 2.76 -0.81 4.98
H 2.31 0.87 5.27
H -3.23 -1.72 0.03
H -3.70 -3.26 0.76
H -2.49 -3.21 -0.55
H -2.07 -4.22 2.80
H -0.29 -4.01 4.84
H -0.25 -2.31 5.33
H 1.12 -3.00 4.47
N -2.36 -8.64 2.22
C -1.94 -7.70 1.28
C -2.86 -6.83 0.68
C -2.45 -5.93 -0.28
C -1.12 -5.87 -0.67
C -0.20 -6.75 -0.11
C -0.61 -7.64 0.87
S -0.66 -4.73 -1.95
O 0.38 -5.38 -2.72
O -1.90 -4.42 -2.62
N -0.15 -3.36 -1.27
C 1.13 -3.10 -0.96
S 2.50 -4.21 -1.12
C 3.58 -3.00 -0.56
C 2.91 -1.86 -0.35
N 1.55 -1.88 -0.56
H -3.21 -8.45 2.70
H -1.64 -9.05 2.79
H -3.90 -6.87 0.98
H -3.17 -5.27 -0.76
H 0.83 -6.75 -0.44
H 0.12 -8.33 1.31
H 4.64 -3.18 -0.45
H 3.38 -0.95 -0.05
N 0.38 1.52 -1.41
S 1.27 2.72 -1.91
C 1.01 2.98 -3.66
C 0.12 2.17 -4.35
C -0.10 2.41 -5.70
C 0.58 3.44 -6.35
C 1.49 4.23 -5.65
C 1.71 4.00 -4.30
C 0.62 4.26 -1.26
C 1.14 4.66 -0.03
C 0.64 5.79 0.59
C -0.38 6.52 -0.01
C -0.89 6.12 -1.24
C -0.40 4.98 -1.86
H -0.61 1.70 -1.59
H -0.40 1.37 -3.83
H -0.80 1.79 -6.25
H 0.40 3.62 -7.40
H 2.03 5.02 -6.16
H 2.42 4.61 -3.75
H 1.91 4.06 0.45
H 1.04 6.10 1.55
H -0.76 7.41 0.47
H -1.70 6.68 -1.70
H -0.81 4.67 -2.82
S -2.00 -0.33 -1.96
C -1.47 -1.32 -3.23
N -2.39 -2.01 -3.96
C -2.09 -2.82 -5.01
C -0.81 -2.95 -5.43
C 0.19 -2.25 -4.72
C -0.13 -1.45 -3.66
H -3.33 -1.98 -3.60
H -2.92 -3.34 -5.46
H -0.57 -3.60 -6.25
H 1.23 -2.37 -5.02
H 0.62 -0.92 -3.09
```

Multiplicity: 2
LUMO (alpha / beta), eV: 0.4 / 0.4
M, g/mol: 918.91